1.
45
Properties=species:S:1:pos:R:3:forces:R:3:nbo_charge:R:1 method="wB97M-V/def2-TZVPD" lumo_energy_ev=-0.2 energy_ev=-31197.0803 relative_energy_kcal_mol=105.74 molar_mass_g_mol=270.2 largest_force_ha_per_bohr=0.0863 charge=0
H -0.52424 0.44818 -1.19370 -0.604 -0.130 -0.714 0.48
H 0.05688 -0.55678 -0.21191 -0.187 1.454 -0.012 0.43
H 0.32507 -0.54019 3.86699 -0.523 -0.907 0.173 0.45
H 1.04631 0.28266 2.90441 0.241 0.224 -0.576 0.48
H -3.61897 -3.45612 -2.08519 0.077 -0.398 0.000 0.47
H -2.91152 -3.54470 -0.77740 0.199 -0.041 0.391 0.45
H 1.11842 4.77734 0.02603 -0.170 -0.356 -0.123 0.47
H 1.22565 4.50890 1.46878 0.248 0.317 1.390 0.47
H -3.27454 0.30660 3.75443 -0.067 -0.132 -0.053 0.47
H -2.91354 -0.52550 2.54829 0.207 -0.005 -0.183 0.47
H 1.22727 3.45442 -3.73055 -1.483 -0.845 -0.807 0.48
H -0.17451 3.49482 -3.26639 -0.793 0.201 0.371 0.47
H 3.62725 3.07208 -1.24629 -1.988 -0.863 -0.202 0.47
H 2.32373 2.63768 -0.49561 -0.124 -0.006 0.100 0.50
H 2.33235 -3.62398 1.19917 0.577 0.762 -0.748 0.48
H 3.69305 -3.18779 1.68238 -0.504 0.367 -1.302 0.47
H 2.56204 -3.49883 -0.80434 -1.582 1.226 -0.115 0.51
H 1.93641 -2.13609 -1.16475 0.686 0.839 -0.897 0.45
H -3.96738 1.45632 -3.86072 0.772 0.242 1.383 0.47
H -2.53364 1.16529 -3.49601 -0.102 0.052 0.370 0.47
H -3.31691 3.01408 0.49058 -0.006 -0.116 -0.227 0.47
H -3.06378 3.77854 1.77086 0.279 0.078 -0.611 0.46
H 0.02120 -2.29635 0.07766 0.464 -0.866 0.169 0.46
H -1.32520 -2.62983 0.62412 1.042 -0.576 0.599 0.46
H 2.02108 -0.84654 -0.09679 1.236 1.307 2.742 0.45
H 2.51140 -0.95614 1.43102 -0.039 -0.962 0.068 0.48
H -0.09446 0.95154 -3.01495 0.419 -1.233 -0.486 0.50
H 0.49323 -0.49448 -2.96407 2.289 -0.926 0.342 0.47
H 1.03863 -3.01515 2.81993 -0.008 2.381 1.310 0.49
H 0.83362 -2.08509 4.12060 0.046 -0.800 0.288 0.47
O 0.02363 0.40593 -0.42135 0.443 -1.132 1.100 -0.92
O 0.47721 0.35913 3.66671 -0.132 1.698 0.230 -0.94
O -3.18995 -4.10174 -1.50199 -0.318 0.400 -0.452 -0.92
O 0.96704 4.07590 0.67622 -0.001 -0.008 -1.258 -0.93
O -3.60177 -0.41750 3.20546 -0.042 0.183 0.235 -0.94
O 0.30482 3.16207 -4.02027 2.215 0.483 0.684 -0.95
O 2.70067 2.69458 -1.38304 1.964 0.883 -0.030 -0.97
O 3.08867 -3.06661 0.89141 1.445 -1.556 3.897 -0.95
O 1.70605 -2.97378 -0.81121 -0.080 -2.013 -1.589 -0.95
O -3.34048 1.52058 -3.08629 -0.608 -0.375 -1.747 -0.94
O -2.80918 3.75535 0.82928 -0.295 0.047 0.795 -0.93
O -0.37512 -2.88945 0.73124 -1.869 0.932 -0.286 -0.93
O 2.41491 -0.35198 0.70455 -0.836 0.183 -2.248 -0.94
O -0.27876 -0.01824 -3.11035 -2.688 2.430 -0.499 -0.96
O 1.23734 -2.10915 3.25306 0.201 -2.440 -1.474 -0.96



2.
45
Properties=species:S:1:pos:R:3:forces:R:3:nbo_charge:R:1 method="wB97M-V/def2-TZVPD" lumo_energy_ev=-0.2 energy_ev=-31199.5394 relative_energy_kcal_mol=49.03 molar_mass_g_mol=270.2 largest_force_ha_per_bohr=0.0501 charge=0
O 0.68773 -2.08831 -2.22129 -0.219 0.090 0.913 -0.99
H 1.11573 -1.28231 -1.87529 0.182 -0.052 0.352 0.50
H 0.98673 -2.03031 -3.11429 0.276 -0.614 -1.240 0.49
O -2.04927 -1.30831 -0.57729 -0.826 0.513 0.301 -0.98
H -1.70327 -2.15731 -0.78529 0.043 -1.219 -0.555 0.45
H -1.22827 -0.84331 -0.34829 -0.080 0.190 -0.203 0.47
O 0.52573 -3.15931 0.33971 -0.544 -1.342 1.170 -1.00
H 0.44173 -2.93531 -0.58729 -0.070 -0.090 -0.876 0.51
H -0.07727 -3.91931 0.54671 0.933 0.972 -0.581 0.49
O -3.12427 1.36869 -1.91829 -1.682 -1.109 0.173 -0.95
H -2.77227 2.22869 -2.02529 0.997 0.747 -0.369 0.45
H -2.45127 0.68769 -1.82629 0.260 0.191 -0.191 0.50
O 2.60473 -0.20231 -1.92629 -0.651 0.783 0.333 -0.94
H 2.57073 -0.23331 -0.96129 0.099 0.226 0.103 0.50
H 3.19973 -0.90731 -2.12929 0.807 -0.701 -0.295 0.48
O 0.10673 0.02569 -0.08729 0.585 0.540 -0.954 -0.98
H -0.48627 0.73069 0.16971 -0.392 1.028 -0.239 0.50
H 0.16973 -0.38231 0.75871 0.413 -1.167 1.774 0.50
O 0.08073 1.61169 3.46171 0.610 -0.292 -0.712 -0.96
H 0.66873 1.07969 2.86171 -1.163 0.535 1.026 0.48
H -0.16227 2.39169 2.95171 0.024 -0.074 -0.015 0.46
O -0.57927 -1.56431 2.24771 0.191 0.616 0.566 -0.98
H -1.52427 -1.57731 2.08771 -0.604 0.374 0.143 0.50
H -0.23827 -2.25331 1.69071 0.349 -0.539 -0.493 0.47
O 3.13373 -1.73231 0.49871 2.540 0.394 0.160 -0.97
H 2.30273 -2.01131 0.80771 -2.039 -1.187 0.428 0.49
H 3.79173 -2.23931 1.02171 -0.589 0.370 -0.608 0.49
O -0.54027 0.20869 -3.16629 -0.914 1.370 -1.467 -0.96
H -0.40827 0.89069 -2.51429 -0.026 -0.061 0.338 0.47
H -0.13227 -0.56931 -2.86129 0.314 -1.306 0.786 0.46
O -3.28627 -0.21531 2.10671 -0.126 -0.368 1.797 -0.96
H -3.84427 -0.71831 1.53471 -0.346 -0.250 -0.919 0.48
H -2.74727 0.35969 1.59071 0.470 0.374 -0.919 0.48
O -1.97727 1.91769 0.62671 0.988 0.608 -0.421 -0.94
H -2.67927 2.38569 1.03771 -1.518 0.008 1.363 0.49
H -1.75427 2.63669 0.02771 0.566 -0.526 -0.491 0.47
O 1.58373 2.56569 0.53671 0.570 1.731 0.801 -0.98
H 1.62373 1.74069 1.01171 -0.299 -0.821 -0.532 0.49
H 1.26173 2.50369 -0.35329 -0.225 -0.969 -0.209 0.47
O 1.99973 0.18469 2.27971 0.980 1.951 0.705 -0.96
H 2.54273 -0.51231 1.95371 0.576 -1.116 -0.738 0.49
H 2.68573 0.84769 2.54371 -0.870 -0.604 -0.007 0.49
O -0.33027 2.52469 -1.79029 0.579 -0.141 -0.252 -0.97
H -0.48727 3.34469 -1.33029 0.282 0.640 -0.049 0.48
H 0.49873 2.60669 -2.29529 -0.450 0.294 0.106 0.50